128
Properties=species:S:1:pos:R:3:lowdin_charge:R:1 method="wB97M-V/def2-TZVPD" e_tot_ev=-76920.630 de_lowest_kcal_mol=0.0 max_force_ha_per_bohr=0.088 orbital_gap_ev=8.52 lumo_energy_ev=0.38 homo_energy_ev=-8.1 multiplicity=1
N -0.18700 2.85517 -3.28312 0.051
N -3.63771 -1.26090 -4.92295 0.057
N 0.06497 -6.58894 1.18434 0.057
N -4.23098 -2.46011 0.14981 0.066
N 1.28025 -6.02162 -2.75686 0.056
N 1.40969 4.71997 2.18840 0.078
N 3.80297 1.03073 -0.96215 0.038
N -3.98856 4.27810 -1.64199 0.050
N 0.39048 3.18223 7.16156 0.054
N 0.20912 0.83164 0.41937 0.039
N -4.37816 -0.55730 2.80229 -0.001
N 7.31405 -1.14622 1.18318 -0.016
C -6.52989 -3.24527 0.67355 -0.086
C 2.52581 -6.22363 -2.39614 -0.166
C -2.45990 0.46366 2.72650 -0.119
C 4.78047 0.76990 -1.88205 -0.164
C -5.14459 -3.29380 0.80608 -0.132
C -3.88806 1.85162 -0.19033 -0.073
C -6.19859 -1.40874 -0.79831 -0.035
C 4.74335 3.02278 -1.58004 -0.108
C -0.51159 -0.23327 0.02331 -0.158
C -1.56372 -0.24750 -5.70864 -0.065
C -0.93342 -0.53337 -4.50883 -0.055
C -1.57904 -5.32957 2.49270 -0.094
C 0.47554 3.19004 -5.56833 -0.082
C 6.69652 -0.06195 0.71995 -0.137
C -0.57382 -4.45454 2.83897 -0.094
C -2.89405 -0.72806 -5.86363 -0.158
C 1.33691 0.36742 1.05258 -0.148
C 1.00164 2.09978 5.08703 -0.066
C -4.59539 0.68590 3.39260 -0.124
C -0.63255 4.00628 1.11765 -0.101
C 1.88466 1.94472 -4.01500 -0.049
C 1.65368 -3.60297 -2.68259 -0.066
C -3.41142 1.38053 3.29548 -0.120
C -0.38882 3.41129 -4.48650 -0.133
C 1.16089 4.91067 -0.24427 -0.054
C 1.86450 5.08994 0.95482 -0.153
C 2.34734 1.88807 6.97354 -0.122
C 1.53903 -0.99938 0.76627 -0.076
C 5.68429 0.26911 1.64317 -0.098
C 1.51517 2.68847 7.69610 -0.162
C 1.62740 2.52708 -5.29047 -0.083
C 5.79092 -0.69708 2.64034 -0.138
C 0.94046 2.15551 -3.00623 -0.137
C 0.86111 -4.71814 -2.82379 -0.149
C 0.95836 -5.61192 1.32849 -0.140
C -3.03675 -0.78948 2.54941 -0.121
C 0.31837 -1.30210 0.12907 -0.137
C -4.80044 -1.51980 -0.60366 -0.181
C 5.26044 2.00485 -2.30957 -0.163
C 0.62058 -4.53069 2.17528 -0.083
C 3.43360 -5.16757 -2.10254 -0.073
C 3.78570 2.43802 -0.73999 -0.106
C -4.25254 3.04452 0.41233 -0.090
C -1.70661 -1.25690 -3.51062 -0.044
C 6.83437 -1.55265 2.37864 -0.134
C 0.15179 4.24414 2.21745 -0.159
C 2.19768 1.62533 5.66045 -0.074
C -4.23309 4.22328 -0.32776 -0.160
C 3.03877 -3.84585 -2.33185 -0.060
C -3.69969 3.11829 -2.26588 -0.135
C -1.21969 -6.37648 1.66639 -0.128
C -7.10204 -2.28733 -0.15249 -0.059
C -3.05700 -1.57848 -3.77253 -0.158
C -3.56714 1.87553 -1.57679 -0.042
C 0.11203 2.92642 5.81776 -0.101
C -0.14008 4.34178 -0.11840 -0.072
H -1.40792 0.55476 2.49967 0.069
H 1.26128 -2.62159 -2.90467 0.082
H 3.27720 0.31777 -0.47703 0.096
H 2.95459 1.09414 5.10250 0.103
H 1.64402 5.24169 -1.15168 0.102
H -5.05656 -1.30185 2.72810 0.122
H -1.18719 0.42671 -6.46365 0.094
H 0.79652 1.86605 4.05277 0.073
H 1.44963 -3.86660 2.37034 0.092
H -4.71707 3.10578 1.38539 0.093
H -1.94255 -7.16803 1.53478 0.095
H 1.95038 -5.67277 0.90589 0.096
H -1.46954 -0.12051 -0.46250 0.101
H -8.15998 -2.33271 -0.36487 0.105
H -0.23488 4.07443 3.21148 0.080
H 2.25687 2.31270 -6.14148 0.103
H 2.83880 1.44159 -3.96145 0.087
H 4.43184 -5.37457 -1.74608 0.091
H -3.57072 -2.02944 -2.93639 0.080
H 2.88180 5.44525 0.88235 0.098
H -0.81564 -3.69289 3.56549 0.105
H 4.98870 -0.27353 -2.06728 0.107
H 3.73721 -3.02323 -2.37497 0.086
H 5.15444 -0.74110 3.51174 0.086
H 3.26768 1.51001 7.39361 0.103
H 1.11714 1.76747 -2.01396 0.080
H -3.42527 3.16632 -3.30932 0.084
H 7.99434 -1.63991 0.62321 0.154
H 0.05514 -2.28387 -0.23595 0.090
H -3.31699 -0.55035 -6.84136 0.097
H -4.57928 -4.06618 1.30630 0.089
H -3.83671 0.92781 0.36674 0.071
H -3.25978 2.35751 3.73010 0.090
H 1.82195 2.87659 8.71438 0.103
H 5.01837 1.11567 1.56400 0.080
H -1.33101 -1.37762 -2.50526 0.068
H -4.14222 -0.94755 -1.24059 0.062
H -1.37720 3.84473 -4.44605 0.092
H -7.09400 -3.96309 1.25053 0.101
H -3.14572 0.95613 -1.95561 0.065
H -0.68260 4.10261 -1.02111 0.082
H 5.97366 1.98301 -3.12028 0.096
H -4.55860 5.19966 -0.00049 0.102
H 2.02983 1.09350 1.45143 0.100
H -1.67047 3.75713 1.28203 0.092
H -0.12558 1.78112 0.33844 0.110
H 2.37601 -1.64534 0.98667 0.095
H 7.29937 -2.32719 2.97049 0.108
H -2.73790 -1.80812 2.35076 0.098
H -0.78074 3.26848 5.31540 0.081
H 6.83858 0.33712 -0.27350 0.098
H 3.07663 2.89719 -0.06710 0.073
H 2.76291 -7.27224 -2.29327 0.100
H -5.56355 0.94992 3.79182 0.107
H 0.18375 3.52738 -6.55193 0.103
H -0.15924 -4.65346 -3.17179 0.096
H 4.84002 4.06702 -1.83814 0.100
H 0.12180 -0.30655 -4.47064 0.084
H -6.54286 -0.73924 -1.57268 0.102
H -2.57927 -5.39887 2.89413 0.097

=====

13
Properties=species:S:1:pos:R:3:nbo_charge:R:1 method="wB97M-V/def2-TZVPD" e_tot_ev=-3931.406 de_lowest_kcal_mol=20.1 max_force_ha_per_bohr=0.094 orbital_gap_ev=11.21 lumo_energy_ev=0.50 homo_energy_ev=-10.7 multiplicity=1
C 1.13660 0.24405 0.92302 -0.601
C -1.01705 0.93655 -0.40161 -0.581
C 0.22175 -0.01293 -0.33868 -0.599
B -0.24330 -1.46729 -0.57950 0.501
H -1.11470 -1.72960 -1.17547 -0.112
H 0.14031 -2.46620 0.03157 -0.092
H 0.78379 0.12865 -1.35416 0.248
H -1.78541 0.41665 -0.73272 0.202
H 1.77326 1.16749 0.86813 0.207
H -1.29431 1.05195 0.65427 0.199
H 0.45491 0.38898 1.82882 0.204
H -0.91642 1.89795 -0.87696 0.210
H 1.86057 -0.55625 1.15328 0.215

=====

12
Properties=species:S:1:pos:R:3:nbo_charge:R:1 method="wB97M-V/def2-TZVPD" e_tot_ev=-19609.954 de_lowest_kcal_mol=59.0 max_force_ha_per_bohr=0.078 orbital_gap_ev=8.77 lumo_energy_ev=0.00 homo_energy_ev=-8.8 multiplicity=1
S -2.25126 -0.82390 0.00983 -0.216
O 2.00148 0.76238 0.03981 -0.546
O -1.59178 2.06405 -0.00232 -0.548
N -0.53738 1.13241 -0.05023 -0.256
C 0.38283 -1.03262 -0.00205 -0.599
C -0.76827 -0.16899 -0.03234 0.055
C 1.79748 -0.47101 -0.06979 0.453
H -2.45207 1.58018 -0.12620 0.497
H 0.18840 -1.57606 0.92443 0.288
H 0.38383 1.62322 0.12017 0.453
H 2.57173 -1.23059 -0.00876 0.146
H 0.27500 -1.85908 -0.80255 0.272

=====

44
Properties=species:S:1:pos:R:3:nbo_charge:R:1 method="wB97M-V/def2-TZVPD" e_tot_ev=-53698.311 max_force_ha_per_bohr=0.042 orbital_gap_ev=6.45 total_charge=-1 lumo_energy_ev=2.76 homo_energy_ev=-3.7 multiplicity=1
Cl -2.03094 1.37203 -0.95871 -0.149
P 0.85466 0.98578 -3.92581 0.820
P 2.68764 -0.32030 -3.79709 0.893
O 3.61248 0.10125 -5.15628 -1.006
O -0.64148 1.76290 -4.40219 -0.816
O 1.92839 3.60497 -4.55013 -0.963
O 3.56904 0.18666 -2.42446 -1.015
O 0.25621 0.70960 -2.27406 -0.803
N 2.26134 3.02675 -2.19734 -1.086
N -1.34052 -0.57223 3.54478 -0.454
C -2.30944 -1.64623 3.45343 -0.212
C -1.12389 0.64197 -2.35558 0.119
C -0.16896 -1.00419 1.30544 -0.642
C -0.27139 -0.77421 4.50566 -0.213
C -0.93141 -0.06051 2.23907 -0.214
C -1.66950 1.04102 -3.76809 -0.114
C 0.62937 -2.00461 4.33607 -0.639
C -2.93179 -2.02039 4.79126 -0.614
B 1.75143 2.65317 -3.49567 0.739
H 4.35678 -0.34579 -2.40212 0.475
H 1.27840 1.09806 -5.33011 -0.167
H -1.98187 0.11067 -4.24638 0.166
H 1.39041 -1.84983 3.57392 0.210
H -0.71595 -0.81463 5.50473 0.182
H -2.19619 -2.41936 5.49155 0.197
H 2.45107 2.23764 -1.59940 0.402
H -3.41722 -1.15878 5.25247 0.206
H 0.06185 -2.89939 4.07649 0.202
H -1.35155 -0.42024 -2.24521 0.158
H 3.08340 3.60208 -2.31777 0.367
H 0.22902 -0.28400 -4.28350 -0.171
H 3.35021 0.98046 -5.44881 0.477
H -3.11335 -1.31534 2.79139 0.199
H -3.68617 -2.79448 4.63999 0.206
H -2.51139 1.73145 -3.77648 0.189
H -0.15781 -0.59239 0.29486 0.244
H 0.35087 0.12407 4.52267 0.196
H -0.33878 0.84597 2.38616 0.194
H 0.87139 -1.11873 1.60768 0.194
H 1.10599 4.08612 -4.60102 0.492
H -0.62594 -1.99348 1.24754 0.193
H -1.83268 0.27291 1.71928 0.204
H -1.88529 -2.55489 2.99885 0.156
H 1.15354 -2.21154 5.27295 0.201